Entry A
Formula: C21H84O21
Source: the Open Molecules 2025 dataset
Level of theory: the ωB97M-V functional and the def2-TZVPD basis

```
126
Properties=species:S:1:pos:R:3
C -31.1120 -4.9773 4.8409
O -29.9961 -4.1358 4.7320
H -32.0585 -4.4368 4.8450
H -31.1217 -5.8263 4.1574
H -31.0920 -5.5020 5.7962
H -30.0339 -3.7735 3.8438
C -30.3548 -2.2075 1.4926
O -29.3497 -2.5971 2.3985
H -31.3322 -2.3076 1.9646
H -30.1402 -1.1585 1.2885
H -30.3385 -2.8165 0.5887
H -28.5345 -2.1647 2.1337
C -27.9109 -5.2407 1.9707
O -28.9239 -6.1818 1.6638
H -28.0636 -4.7935 2.9529
H -27.0008 -5.8380 1.9169
H -27.8410 -4.4504 1.2233
H -29.7326 -5.6657 1.6305
C -34.9852 -8.6121 -0.7714
O -33.5713 -8.8200 -0.8256
H -35.2862 -7.5658 -0.7211
H -35.4953 -9.1569 -1.5659
H -35.3695 -9.1790 0.0765
H -33.2046 -8.3232 -1.5607
C -33.8404 -3.5354 7.0269
O -34.2658 -4.2842 8.1265
H -32.7642 -3.6608 6.9081
H -34.2337 -3.9610 6.1037
H -34.1842 -2.5060 7.1281
H -35.2135 -4.1524 8.2051
C -28.6214 -7.8720 4.8065
O -29.2012 -9.1154 4.4204
H -28.8470 -7.6327 5.8457
H -27.5421 -7.8679 4.6545
H -28.9863 -7.1246 4.1019
H -30.0810 -8.9255 4.0863
C -33.2585 -7.4837 -4.2257
O -32.7172 -7.4590 -2.9114
H -33.3244 -6.4459 -4.5522
H -32.7627 -8.1269 -4.9528
H -34.2566 -7.9068 -4.3392
H -31.8848 -6.9816 -2.9403
C -31.9143 -6.1736 0.3767
O -31.5000 -5.1254 1.1848
H -32.7156 -5.9008 -0.3101
H -31.0468 -6.4468 -0.2240
H -32.3464 -6.9763 0.9744
H -32.2125 -4.7076 1.6741
C -30.7389 -10.3380 -0.8453
O -31.9238 -11.0553 -0.9125
H -30.4233 -10.1916 0.1877
H -29.9142 -10.8765 -1.3123
H -30.8323 -9.4254 -1.4340
H -32.6739 -10.4586 -0.8589
C -33.0518 -1.2305 -0.9030
O -32.1135 -0.1823 -0.9668
H -33.8038 -0.8544 -0.2094
H -33.4976 -1.4719 -1.8679
H -32.5837 -2.1359 -0.5166
H -32.1144 0.2778 -0.1243
C -30.9436 -2.7371 -3.4960
O -29.6604 -3.3091 -3.4288
H -31.3296 -2.8651 -4.5073
H -31.6336 -3.3290 -2.8947
H -30.8807 -1.7001 -3.1662
H -29.1706 -2.8763 -4.1319
C -26.6885 -8.7081 1.5909
O -27.8765 -8.5917 0.7798
H -26.1946 -9.6671 1.4344
H -26.0013 -7.8804 1.4154
H -27.0466 -8.7082 2.6204
H -28.2955 -7.7842 1.0866
C -31.5958 -1.1708 5.0621
O -32.7382 -0.9388 5.8194
H -30.7472 -1.2895 5.7358
H -31.6497 -2.1122 4.5153
H -31.4182 -0.3828 4.3302
H -32.5769 -0.1536 6.3477
C -30.0384 -9.8424 -4.4610
O -28.6830 -9.3853 -4.4204
H -30.6331 -9.0571 -3.9942
H -30.4179 -10.0145 -5.4682
H -30.1831 -10.7700 -3.9073
H -28.3567 -9.4492 -3.5199
C -35.8544 -1.4587 4.6907
O -34.6320 -2.1230 4.3614
H -35.9551 -0.5764 4.0585
H -36.5984 -2.1830 4.3590
H -35.9636 -1.2082 5.7459
H -33.9370 -1.6463 4.8211
C -26.7471 -10.6249 -1.5849
O -27.7171 -9.5857 -1.6718
H -25.7757 -10.1307 -1.5683
H -26.9087 -11.2115 -0.6806
H -26.7739 -11.2722 -2.4615
H -27.7029 -9.2161 -0.7859
C -31.9801 -9.5808 2.5373
O -31.7444 -8.6221 3.5666
H -32.0328 -9.0800 1.5707
H -31.1577 -10.2917 2.4573
H -32.8975 -10.1365 2.7313
H -32.6008 -8.4252 3.9531
C -29.2918 -6.5997 -2.4493
O -30.4492 -5.9517 -2.9356
H -29.5976 -7.3532 -1.7235
H -28.7243 -7.0792 -3.2468
H -28.6620 -5.9044 -1.8943
H -30.1393 -5.1171 -3.2950
C -34.6953 -4.0594 1.3180
O -33.7594 -3.9131 2.4158
H -34.4066 -4.8980 0.6844
H -35.6715 -4.3161 1.7293
H -34.8027 -3.1060 0.8007
H -34.1116 -3.2996 3.0648
C -33.2961 0.9244 2.1762
O -31.9939 1.0577 1.5688
H -33.2746 0.9196 3.2659
H -34.0503 1.6461 1.8624
H -33.6057 -0.0679 1.8483
H -31.6091 1.8584 1.9327
C -35.1326 -7.3273 4.4624
O -33.9761 -7.7180 5.1825
H -35.9839 -7.9173 4.8020
H -35.2677 -6.2509 4.5681
H -34.9723 -7.5939 3.4178
H -34.1651 -7.6270 6.1193
```

Properties
Orbital gap (eV): 8.79
Multiplicity: 1
LUMO energy (eV): -0.1
Charge: 0

Here are the Mulliken charges for atoms 1 to 8, given in e: C 0.107; O -0.561; H -0.304; H -0.041; H 0.449; H 0.146; C -0.341; O -0.582



Entry B
Formula: C21H84O21
Source: the Open Molecules 2025 dataset
Level of theory: the ωB97M-V functional and the def2-TZVPD basis

```
126
Properties=species:S:1:pos:R:3
C 0.0858 3.5116 -2.5573
O 1.1600 4.0048 -3.2759
H -0.2225 4.0989 -1.6923
H -0.7584 3.3550 -3.2287
H 0.2394 2.4720 -2.2679
H 0.8259 4.8137 -3.6705
C 0.0983 0.2997 0.0842
O 1.2642 -0.3169 -0.2934
H -0.6914 -0.3266 -0.3307
H -0.0032 0.3278 1.1692
H -0.0542 1.3311 -0.2337
H 1.2701 -0.3845 -1.2510
C -0.3801 -2.3302 3.5970
O -1.2520 -1.2295 3.4392
H 0.5146 -2.1188 3.0114
H -0.0741 -2.4031 4.6406
H -0.7564 -3.3252 3.3596
H -0.7406 -0.4180 3.4779
C 3.0496 -0.3157 2.5994
O 2.9377 -1.4148 1.7365
H 3.3864 -0.6108 3.5932
H 3.6860 0.4343 2.1295
H 2.0984 0.2048 2.7102
H 2.2749 -1.2265 1.0680
C -3.4755 2.6128 0.4278
O -2.6838 2.9437 -0.7008
H -3.4036 3.3831 1.1955
H -4.5587 2.5868 0.3087
H -3.1409 1.6337 0.7707
H -2.9107 2.3066 -1.3821
C 0.7630 -6.5908 -1.4422
O 0.4111 -5.5050 -0.6568
H 0.7432 -6.3455 -2.5040
H 1.7312 -6.9963 -1.1486
H 0.0892 -7.4339 -1.2893
H 0.9524 -4.7638 -0.9382
C -2.6055 3.7578 4.2594
O -3.6451 3.7346 5.1861
H -3.0286 4.1874 3.3514
H -1.7585 4.3658 4.5773
H -2.2546 2.7342 4.1287
H -3.2680 3.5182 6.0420
C 0.2461 3.8424 2.1517
O 1.2075 3.0484 2.8369
H 0.5963 3.9955 1.1309
H -0.7368 3.3858 2.2676
H 0.1950 4.8146 2.6418
H 2.0599 3.3842 2.5502
C 2.7690 -4.5129 3.1343
O 3.4517 -3.3834 3.6974
H 3.1812 -4.9245 2.2130
H 2.7025 -5.3232 3.8604
H 1.7448 -4.1876 2.9519
H 3.4273 -2.7083 3.0153
C 3.6709 -3.4825 -4.8615
O 3.3328 -2.8810 -6.0771
H 3.0046 -3.0935 -4.0915
H 3.5546 -4.5658 -4.8290
H 4.6667 -3.2702 -4.4723
H 3.7074 -3.2647 -6.8734
C -4.3735 -1.0434 2.4028
O -5.0632 -1.5779 1.3101
H -4.2926 -1.8015 3.1818
H -3.3882 -0.7512 2.0396
H -4.8281 -0.1450 2.8204
H -4.5108 -2.2683 0.9362
C -0.2242 -0.9253 -3.4477
O 1.1071 -0.9705 -2.9140
H -0.2864 -1.5616 -4.3305
H -0.9599 -1.2218 -2.7000
H -0.4615 0.1037 -3.7178
H 1.6106 -0.7785 -3.7085
C -2.4880 6.3520 -0.7172
O -1.9645 5.4887 0.2535
H -3.5523 6.1642 -0.8593
H -2.4169 7.3940 -0.4054
H -1.9474 6.2891 -1.6616
H -2.1966 4.5913 0.0035
C -3.7081 0.1151 -2.2254
O -2.9758 1.1700 -2.7771
H -3.7837 -0.6979 -2.9476
H -3.2801 -0.3003 -1.3131
H -4.7137 0.3767 -1.8963
H -3.0965 1.0642 -3.7236
C 0.4134 1.2302 5.5595
O 0.0164 1.0842 4.2373
H 1.5011 1.2905 5.5965
H -0.0672 2.1321 5.9387
H 0.1596 0.3288 6.1173
H 0.3310 1.8473 3.7472
C 3.1764 2.3424 -1.1070
O 3.4999 3.2838 -2.1328
H 2.7893 1.4383 -1.5770
H 4.1232 2.0287 -0.6673
H 2.4579 2.7685 -0.4067
H 2.6903 3.6361 -2.5097
C 3.1556 -3.2523 -1.0888
O 1.8522 -3.3830 -1.5768
H 3.5888 -2.2528 -1.1282
H 3.2674 -3.7854 -0.1447
H 3.8244 -3.7657 -1.7796
H 1.5789 -2.4845 -1.7757
C 4.0401 -0.0045 -4.3521
O 2.8023 -0.4741 -4.8439
H 4.5740 -0.5304 -3.5606
H 4.7076 0.2072 -5.1874
H 3.8531 0.9710 -3.9033
H 2.9286 -1.1452 -5.5187
C -2.5806 -0.7800 6.6202
O -2.9991 -1.6398 5.5890
H -3.3187 -0.4964 7.3704
H -1.7886 -1.2322 7.2172
H -2.2309 0.1678 6.2109
H -2.4199 -1.5206 4.8328
C 0.2362 2.1778 -5.9911
O -0.2693 1.1820 -6.7779
H -0.0385 3.1938 -6.2747
H -0.0520 1.9872 -4.9573
H 1.3242 2.2011 -6.0520
H 0.3926 1.0737 -7.4647
C -2.0945 -3.1795 -0.2070
O -3.4897 -3.4949 0.0917
H -1.9445 -2.7701 -1.2060
H -1.7687 -2.4069 0.4894
H -1.4607 -4.0641 -0.1450
H -3.6641 -4.4118 -0.1327
```

Properties
Orbital gap (eV): 9.15
Multiplicity: 1
LUMO energy (eV): 0.1
Charge: 0

Here are the Mulliken charges for atoms 1 to 8, given in e: C -0.569; O -0.518; H 0.442; H 0.446; H -0.109; H 0.302; C 0.280; O 0.315



entry A (0.699 eV below the next structure)



Entry A
Formula: C6H9N2
Source: the Open Molecules 2025 dataset
Level of theory: the ωB97M-V functional and the def2-TZVPD basis

```
17
Properties=species:S:1:pos:R:3
C -3.1375 -2.7007 -0.2025
C 3.2761 0.0537 0.9209
C -2.5154 -2.9813 -1.1824
C 2.2487 0.5551 0.6179
C 1.0317 2.2002 -0.3636
C 0.1700 -0.0801 -0.4107
N -1.0187 -0.2976 0.0711
N 0.9478 1.0166 0.4146
H -3.6734 -2.5359 0.7277
H 4.1306 -0.4084 1.3324
H 0.0368 2.5370 -0.7430
H 1.4235 2.9798 0.2265
H 1.6756 2.0946 -1.1780
H -2.2772 -2.9278 -2.1405
H -1.2660 0.3072 0.8961
H -1.6234 -0.9496 -0.3922
H 0.5708 1.1372 1.4056
```

Properties
Orbital gap (eV): 10.67
Multiplicity: 1
LUMO energy (eV): -3.6
Charge: +1

Here are the Mulliken charges for atoms 1 to 8, given in e: C -0.532; C 0.203; C -0.302; C -0.633; C -0.896; C -0.377; N 0.050; N 0.063



Entry B
Formula: C6H9N2
Source: the Open Molecules 2025 dataset
Level of theory: the ωB97M-V functional and the def2-TZVPD basis

```
17
Properties=species:S:1:pos:R:3
C 1.1304 -0.5918 0.9376
C -0.4980 0.5810 -0.0313
C 2.3324 -2.0490 -0.3392
C -1.5264 1.3990 -0.2438
C 0.3263 -1.2048 -1.2430
C -2.1550 2.2575 0.8105
N 0.2425 0.2663 1.0461
N 1.3255 -1.3091 -0.2717
H 1.8752 -0.6603 1.7018
H 2.3717 -2.8710 -1.1570
H 3.0951 -2.0249 0.4176
H -1.8146 1.6385 -1.2096
H -0.4696 -1.8887 -1.1364
H 0.5545 -1.0525 -2.3005
H -1.7045 2.0060 1.8104
H -3.1515 2.1320 0.5469
H -1.9340 3.3718 0.6613
```

Properties
Orbital gap (alpha / beta) (eV): 7.98 / 7.98
Multiplicity: 1
LUMO energy (alpha / beta) (eV): -5.5 / -5.5
Charge: +1

Here are the Mulliken charges for atoms 1 to 8, given in e: C 0.024; C 0.166; C -0.076; C -0.114; C -0.820; C -0.997; N -0.240; N 0.096



Entry C
Formula: C6H9N2
Source: the Open Molecules 2025 dataset
Level of theory: the ωB97M-V functional and the def2-TZVPD basis

```
17
Properties=species:S:1:pos:R:3
C -2.7954 1.1623 -0.0628
C -1.2816 -2.2544 0.0342
C -0.6278 0.1173 -0.0002
C 1.6102 0.5084 1.0795
C 1.9326 -0.1281 -0.2464
C 0.6803 0.6846 -0.1675
N -1.7335 0.9002 0.5104
N -0.8089 -1.1438 -0.2796
H -2.9076 1.1119 -1.0908
H -3.4650 1.8252 0.5437
H -1.5977 -2.3082 1.1390
H -1.3581 -3.0128 -0.7383
H 1.2330 -0.2403 1.8844
H 2.1940 1.2398 1.4452
H 2.6835 0.3768 -0.7448
H 1.9214 -1.2568 -0.4140
H 0.7609 1.6465 -0.5453
```

Properties
Orbital gap (eV): 9.59
Multiplicity: 1
SMILES: C=NC(=[N+]=C)C1CC1
LUMO energy (eV): -5.2
Charge: +1

Here are the Mulliken charges for atoms 1 to 8, given in e: C -0.214; C -0.224; C 0.204; C -0.519; C -0.562; C -0.108; N -0.232; N -0.079



entry C (1.368 eV below the next structure)



Entry A
Formula: C6H9N2
Source: the Open Molecules 2025 dataset
Level of theory: the ωB97M-V functional and the def2-TZVPD basis

```
17
Properties=species:S:1:pos:R:3
C -1.3392 0.0100 1.0862
C -2.7010 0.8004 -0.6389
C -0.5187 0.6873 -0.9563
C -1.7172 1.0450 -1.7238
C 1.8243 -0.8567 -0.0672
C 1.0794 0.1954 0.7410
N -2.5487 0.2086 0.4902
N -0.2995 0.3555 0.2561
H -1.2121 -0.4466 2.0466
H -1.8206 0.4062 -2.6106
H -1.7701 2.0874 -2.0580
H 1.8498 -0.5855 -1.1204
H 1.3613 -1.8345 0.0344
H 2.8459 -0.9218 0.2946
H 1.5848 1.1598 0.6510
H 1.0314 -0.0820 1.7940
H -3.3824 0.0185 1.0454
```

Properties
Orbital gap (alpha / beta) (eV): 7.27 / 6.60
Multiplicity: 1
LUMO energy (alpha / beta) (eV): -5.6 / -5.9
Charge: +1

Here are the Mulliken charges for atoms 1 to 8, given in e: C -0.180; C -0.336; C 0.003; C 0.089; C -1.100; C -0.410; N -0.012; N 0.068



Entry B
Formula: C6H9N2
Source: the Open Molecules 2025 dataset
Level of theory: the ωB97M-V functional and the def2-TZVPD basis

```
17
Properties=species:S:1:pos:R:3
C 0.2912 -1.3916 -0.1124
C -1.0862 -1.3145 -0.5164
C 1.1505 -0.2942 -0.0043
C -1.7987 -0.2562 -0.2261
C 2.5909 -0.4638 0.0902
C -2.5700 0.8049 0.2734
N 0.8552 2.0550 0.0153
N 0.4909 0.9338 -0.2569
H 0.8158 -2.2970 -0.1109
H -1.3380 -2.1846 -1.0024
H 2.8645 -1.5493 0.0907
H 2.9400 0.1324 1.0726
H 3.0595 0.0651 -0.6757
H -2.3354 1.8554 0.0340
H -2.4940 0.5880 1.3469
H -3.6761 0.4942 0.1478
H 0.2397 2.8225 -0.1659
```

Properties
Orbital gap (alpha / beta) (eV): 7.29 / 7.29
Multiplicity: 1
LUMO energy (alpha / beta) (eV): -5.9 / -5.9
Charge: +1

Here are the Mulliken charges for atoms 1 to 8, given in e: C -0.429; C -0.443; C 0.783; C 0.398; C -0.980; C -0.939; N -0.822; N 0.296



entry B (0.319 eV below the next structure)